Below is a gas-phase ion, C27H51N2O6S3Si (charge +1), with properties calculated with wB97M-V/def2-TZVPD.

Each line ends with the Löwdin charge.
CARTESIAN COORDINATES (ANGSTROEM)
S 2.0276 -2.6058 -4.5826  0.90
S -2.7087 1.4714 0.5553  0.84
S -1.8906 4.1724 1.6255  0.63
Si -2.3697 -1.7166 2.4964  0.48
O -1.6993 -1.5432 0.8997  -0.31
O 5.5785 4.5653 1.0907  0.08
O -3.6640 4.9253 -2.3261  -0.17
O 2.2370 -3.8989 3.8391  0.03
O 4.0094 -2.5490 3.3469  0.07
O 4.6776 2.9444 -0.2573  -0.10
N 2.0614 -2.9719 -2.8339  -0.32
N -4.3415 3.8198 0.3903  -0.17
C 3.6133 -1.1473 -1.6515  -0.15
C 0.1183 -2.6440 -1.1167  -0.29
C 2.1713 -1.5921 -2.1786  -0.31
C 5.0209 1.7885 0.5647  -0.19
C 2.8531 -2.9065 3.0094  -0.39
C 2.1656 -2.3086 1.6898  -0.07
C 3.7332 0.3983 -1.2373  -0.17
C -0.9652 1.2777 -0.1373  -0.41
C -4.1980 -1.0616 2.3729  -0.19
C -1.1523 0.5720 -1.5757  -0.24
C 0.6841 -3.4340 -2.4431  -0.15
C -4.8566 3.1880 -0.8621  -0.17
C 3.0639 4.6943 0.7572  0.01
C 0.1870 -0.0647 -2.1767  -0.13
C -3.8325 3.5115 -2.0654  -0.18
C -2.2925 -3.5274 3.1366  -0.19
C 2.0362 -3.4960 0.5953  -0.14
C 5.1469 0.5442 -0.4388  -0.15
C 4.5438 4.0949 0.5826  -0.41
C -4.2733 5.2810 0.1025  -0.19
C -3.0640 3.2624 0.8286  -0.97
C 0.8507 -1.2166 -1.2785  -0.14
C -3.2950 5.6581 -1.1241  -0.17
C 0.5214 -3.6257 0.0867  -0.12
C -2.3628 -2.3787 -0.0755  -0.25
C -1.4610 -2.7753 -1.3409  -0.11
C -1.4856 -0.5715 3.7923  -0.18
H -1.4856 -4.1609 2.6214  0.03
H 1.6133 -3.4750 4.4715  0.12
H -2.2021 5.4100 -0.9062  0.10
H -0.1497 -3.5554 1.0076  0.10
H -3.2515 -1.7601 -0.4844  0.12
H 6.0061 0.7577 -1.1678  0.13
H -4.9304 -1.7679 2.8839  0.05
H -5.3296 5.5950 -0.2447  0.14
H -4.1737 -0.0098 2.8080  0.03
H 2.7477 4.4448 1.8280  0.10
H 4.3446 -1.3028 -2.5357  0.14
H 2.2632 -4.4709 1.1732  0.13
H -0.5531 -0.0792 3.3443  0.03
H -2.8182 3.0160 -1.8929  0.09
H 2.8660 -3.6153 -2.7771  0.15
H -1.6776 -3.8915 -1.5566  0.14
H -0.5984 2.3444 -0.3398  0.07
H -5.8433 3.7135 -1.1490  0.14
H 0.7201 -4.5719 -2.4087  0.15
H 1.3430 -0.7431 -0.3678  0.12
H 1.0804 -2.0574 2.0008  0.12
H -0.2909 0.6894 0.5713  0.08
H 2.0502 -0.9147 -3.1026  0.07
H -2.1940 0.2984 4.0670  0.05
H -0.1852 -3.2464 -3.1797  0.11
H 5.3973 -0.3876 0.1786  0.12
H 2.8514 0.8103 -0.6460  0.11
H 2.3982 4.1615 -0.0176  0.09
H -4.0743 5.9112 1.0443  0.12
H 4.0321 -1.7673 -0.7914  0.10
H -1.4599 1.4199 -2.2989  0.11
H 0.9619 0.7585 -2.3157  0.13
H -5.1122 2.0813 -0.7596  0.11
H -2.8559 -3.3152 0.3912  0.13
H -4.2614 3.0509 -3.0331  0.14
H 4.2023 1.5182 1.3276  0.14
H -1.2455 -1.1329 4.7619  0.04
H -2.0507 -0.1385 -1.5529  0.08
H 0.4033 -4.7100 -0.2971  0.13
H -1.8585 -2.2128 -2.2592  0.12
H 2.8085 -3.4451 -0.2398  0.09
H -3.2928 -4.0460 2.9209  0.05
H 0.6943 -2.3714 -4.9553  -0.04
H 2.7054 -1.3785 1.2898  0.11
H -4.4481 -0.9676 1.2546  0.02
H 3.1444 5.8109 0.5487  0.10
H -2.1084 -3.6105 4.2668  0.05
H 3.8676 1.0104 -2.2030  0.13
H -0.1069 -0.5625 -3.1786  0.12
H -3.3465 6.7960 -1.2910  0.14
H 6.0149 1.9357 1.1301  0.14

Cartesian forces, eV/Å:
0.35 -0.61 -2.26
-0.15 0.40 -0.12
-1.29 -1.02 -0.83
-0.61 0.90 0.66
-0.37 -1.28 0.56
-3.87 -1.44 -1.48
-0.48 -0.38 1.23
-0.35 1.69 -1.42
-4.31 -1.23 -1.66
-0.71 0.31 2.03
-2.12 2.11 -1.07
2.71 -1.21 -0.79
0.38 -0.48 -0.34
0.24 -1.70 -0.97
0.78 3.55 -0.02
0.85 -1.58 -0.17
4.04 1.55 1.48
-0.91 -1.11 0.54
1.42 -0.46 -0.76
-0.06 0.76 -1.08
0.38 -0.19 -0.64
-0.06 0.84 -0.15
-2.47 -1.60 0.80
-0.63 0.33 -1.46
1.18 -1.03 -0.77
-1.53 -0.79 0.75
-0.56 -0.88 -0.57
-0.09 -1.14 -0.15
-0.51 -0.62 1.08
-0.61 1.08 0.39
2.48 1.33 0.89
-0.67 1.90 -0.21
0.24 1.35 0.31
1.96 -0.49 -0.85
0.37 -0.08 0.90
0.74 -0.45 0.31
-1.36 0.34 -0.69
-0.37 -0.28 0.50
0.10 0.70 -0.11
-1.07 0.86 0.74
0.51 -0.27 -0.65
-1.43 0.29 0.02
0.86 0.22 -1.42
1.24 -1.02 0.54
-1.31 -0.43 1.00
0.80 1.17 -0.60
1.59 -0.63 0.59
-0.40 -1.45 -0.45
0.32 0.58 -1.57
-1.04 0.17 1.35
-0.35 1.44 -1.05
-1.09 -0.72 0.83
-1.20 0.69 0.06
-0.63 0.06 0.70
0.43 1.66 0.33
-0.22 -1.56 0.68
1.50 -0.80 0.64
-0.10 1.48 0.48
-1.35 -0.94 -0.71
1.70 -0.06 -0.58
-1.14 0.94 -0.88
0.33 -0.96 1.72
1.10 -1.38 -0.46
2.23 0.10 0.31
-0.42 1.28 -0.87
1.18 -0.65 -0.62
0.89 0.99 1.37
0.04 -1.21 -1.50
-0.86 0.58 -1.05
0.42 -1.39 1.07
-0.97 -1.14 -0.01
0.74 1.53 -0.05
1.05 1.29 -0.58
0.65 0.84 1.45
0.99 0.71 -1.04
-0.15 0.79 -1.46
1.56 0.81 0.02
-0.02 1.75 0.51
0.91 -0.62 1.27
-1.01 0.13 1.09
1.39 0.64 0.33
1.05 -0.38 1.22
-0.62 -1.49 1.00
0.08 -0.15 1.70
-0.29 -1.54 0.52
-0.29 0.32 -1.65
-0.60 -0.77 1.53
0.63 1.03 1.32
-0.17 -1.89 -0.10
-1.58 0.01 -0.92

- E_HOMO (eV) = -10.343
- total charge = +1
- 2S+1 = 1
- orbital gap (eV) = 6.7
- energy above the lowest of the compared OMol25 structures with the same formula, charge and spin (kJ/mol) = 632.58
- structure (SMILES) = CC(=O)OCCCC[C@@H]1[C@@H](CCCSC(=S)N2CCOCC2)[C@@](CCCC(=O)O)(CCO[Si](C)(C)C)C[N@H+]1S